1.
This record from OMol25 describes a cluster of 2 separate species, C9H9N3O2 in total. The level of theory is ωB97M-V/def2-TZVPD.

XYZ file:
```
23
Properties=species:S:1:pos:R:3:forces:R:3:lowdin_charge:R:1
C 0.49191 3.14509 2.65222 -0.42 -5.55 0.68 -0.4983
C -0.49170 2.20157 2.04686 -2.15 0.47 -3.47 -0.0047
C -0.60837 0.85877 2.16464 3.89 4.62 2.81 -0.0904
C 1.46281 0.91239 3.57764 0.69 1.77 -2.33 -0.4893
C -0.83050 -0.63166 -2.12500 0.72 3.43 4.20 -0.2154
C -1.53779 -1.79166 -2.17851 -1.95 -2.74 -0.24 -0.0876
C -1.16439 -2.81030 -3.17182 -2.69 1.81 3.48 -0.0730
C -0.02522 -2.51208 -3.78897 0.05 -1.56 -2.10 -0.1254
C 0.53749 -1.25877 -3.64932 3.45 1.03 -0.98 -0.1783
H 2.25317 2.85523 3.68963 0.02 0.07 0.28 0.1431
H -1.07388 2.51922 1.11497 0.52 0.52 1.87 0.1297
H -1.39583 0.42508 1.65565 -0.90 -1.94 -0.64 0.0893
H 0.70609 -0.77525 2.57962 -1.36 4.23 2.55 0.2742
H -0.90263 0.09520 -1.15994 -0.72 -1.66 -2.38 0.1321
H -2.41556 -2.04466 -1.44550 1.86 0.87 -1.47 0.1300
H -1.78648 -3.70937 -3.28119 0.62 0.38 -0.02 0.1130
H 0.29717 -3.29566 -4.50476 0.59 1.08 0.34 0.1219
H 1.48600 -1.17944 -4.19853 -0.39 0.49 -0.05 0.1093
N 1.39144 2.38722 3.45141 0.83 -2.12 0.85 0.1886
N 0.35833 0.32448 3.03795 -0.80 -7.18 -2.87 0.0572
N 0.25121 -0.22722 -2.84815 -1.54 -3.14 -0.74 0.0807
O 0.57368 4.29862 2.52992 0.25 3.39 -0.51 0.1328
O 2.42303 0.21321 3.85118 -0.58 1.70 0.74 0.0605
```
Positions in Å, forces in eV/Å.

Calculated values
Total energy = -663.01551 Eh
Molecular weight = 191.2 u
Net charge = 0
Lowest unoccupied orbital energy = 0.23 eV
HOMO energy = -9.5 eV
Relative energy (zero: lowest compared OMol25 entry of this formula, charge and spin) = 96.47 kcal/mol
Gap between HOMO and LUMO = 9.72 eV



2.
This record from OMol25 describes the molecule C9H9N3O2S. The level of theory is ωB97M-V/def2-TZVPD.

XYZ file:
```
24
Properties=species:S:1:pos:R:3:forces:R:3:lowdin_charge:R:1
C 1.00784 -2.53406 -0.13232 -1.34 -1.12 -2.80 -0.0507
C -0.85947 -1.56383 -1.35649 0.62 -0.89 0.06 -0.0383
C 0.99700 -1.53038 0.75613 -1.03 1.61 0.55 0.0147
C -0.81576 -0.54592 -0.45641 -2.19 2.53 -0.16 -0.0444
C 0.06435 -2.55856 -1.19896 1.19 -0.85 -1.19 -0.2559
C 0.05671 -0.45339 0.54956 2.37 -2.63 2.36 -0.2273
C -0.67362 3.68363 2.53644 0.00 0.69 1.64 -0.3521
C -0.33048 1.71962 1.33858 -0.77 0.88 1.96 -0.4888
C 0.25180 -3.56650 -2.34161 3.14 0.32 1.92 -0.0445
N -0.96656 2.38190 2.25685 0.21 -0.81 -0.43 0.1305
N 0.09339 2.22268 0.18484 0.44 -0.07 -0.85 -0.1866
N 0.35914 4.27891 2.13830 2.17 1.72 -0.84 0.0444
O -0.19655 3.18923 -2.03808 0.08 0.29 -0.26 -0.4529
O -0.12257 0.42505 1.62597 0.15 0.32 -1.25 0.0916
S 0.53093 3.25818 -0.80034 -0.32 -0.56 0.74 0.9819
H 1.68523 -3.37471 -0.18363 0.30 0.11 0.75 0.1085
H -1.57705 -1.60702 -2.14648 -0.33 0.15 -0.36 0.1182
H 1.60521 -1.69520 1.61566 0.39 0.83 0.68 0.1122
H -1.54235 0.26519 -0.48408 -0.12 -0.22 -0.28 0.1327
H -1.19220 4.17199 3.37106 -0.88 -0.62 -0.36 0.1072
H 0.78954 -3.05093 -3.16571 0.01 -0.42 0.53 0.0923
H 0.89021 -4.43917 -1.93604 -1.12 1.16 -1.03 0.1032
H -0.64142 -3.86802 -2.75320 -2.10 -1.03 -0.69 0.0350
H 0.58667 5.19132 2.61998 -0.88 -1.40 -0.69 0.0689
```
Positions in Å, forces in eV/Å.

Calculated values
Total energy = -1061.19094 Eh
Molecular weight = 223.3 u
Net charge = 0
Lowest unoccupied orbital energy = -1.13 eV
HOMO energy = -9.0 eV
Relative energy (zero: lowest compared OMol25 entry of this formula, charge and spin) = 59.92 kcal/mol
Gap between HOMO and LUMO = 7.84 eV



3.
This record from OMol25 describes the molecule C9H9N3S. The level of theory is ωB97M-V/def2-TZVPD.

XYZ file:
```
22
Properties=species:S:1:pos:R:3:forces:R:3:lowdin_charge:R:1
C 3.33725 1.79670 0.10801 -1.37 -1.62 1.04 -0.1014
C 3.02520 0.67102 0.88493 -1.44 0.13 -1.65 -0.0841
C 2.38759 2.36839 -0.71817 -0.59 -0.50 -0.62 -0.0602
C 1.79890 0.00806 0.82597 0.75 -0.32 1.81 -0.0299
C 1.12147 1.71984 -0.71833 0.79 0.21 -0.76 -0.0184
C -0.87887 -1.15668 -0.16816 0.51 0.35 0.91 -0.0794
C 0.85693 0.54821 -0.00046 -0.40 0.27 -0.24 -0.3131
C -2.30767 -1.35625 -0.12807 0.16 0.16 0.14 -0.3132
C -2.93077 -2.69390 -0.11533 -2.99 2.10 0.72 -0.0442
N -3.05951 -0.31532 -0.02595 -0.72 -2.37 0.20 0.0321
N -2.89424 0.84858 -0.15793 0.39 0.99 -1.74 -0.5871
N -0.43010 0.04209 -0.07854 -0.98 -1.01 -0.71 0.0944
S -2.80702 2.18157 0.56460 -0.12 2.14 1.39 0.6452
H 4.33524 2.02406 0.30333 1.49 1.36 -0.62 0.0794
H 3.84667 0.19321 1.28560 1.44 -0.82 1.61 0.0737
H 2.69871 3.16848 -1.43618 -0.80 -0.62 0.88 0.1171
H 1.51088 -0.80649 1.54944 0.61 0.68 -1.12 0.1322
H 0.30044 1.95126 -1.37805 0.07 0.74 -0.18 0.1012
H -0.39762 -2.15936 -0.12399 0.82 0.81 -0.32 0.1361
H -2.74055 -3.25779 0.76275 -0.08 -0.44 0.97 0.0718
H -4.03145 -2.50010 -0.31622 1.00 -0.40 1.02 0.1134
H -2.74148 -3.27557 -0.91927 1.45 -1.84 -2.72 0.0345
```
Positions in Å, forces in eV/Å.

Calculated values
Total energy = -910.65061 Eh
Molecular weight = 191.3 u
Net charge = 0
Lowest unoccupied orbital energy = -0.35 eV
HOMO energy = -7.5 eV
Relative energy (zero: lowest compared OMol25 entry of this formula, charge and spin) = 104.44 kcal/mol
Gap between HOMO and LUMO = 7.15 eV



4.
This record from OMol25 describes the ion C9H9N4 with charge +1. The level of theory is ωB97M-V/def2-TZVPD.

XYZ file:
```
22
Properties=species:S:1:pos:R:3:forces:R:3:lowdin_charge:R:1
C -0.82502 -2.73093 1.21420 -0.01 -2.09 1.73 -0.0866
C -1.06091 -1.74599 0.29645 2.77 0.32 2.28 -0.0263
C 0.76410 -1.34504 1.62043 -0.14 0.46 -2.04 -0.2562
C 1.95692 -0.67908 1.93882 -1.19 2.44 -1.38 0.0349
C 2.26186 0.56535 1.41815 -0.95 -1.00 0.48 -0.0223
C 1.35663 1.15582 0.48248 -1.09 -3.60 0.18 0.0103
C 0.28699 0.39337 0.02400 -0.08 2.97 -0.45 -0.0928
C -0.29805 1.49346 -3.24400 -0.65 1.49 2.35 0.1226
C -1.98054 1.27130 -0.57065 0.18 -0.23 1.34 0.1847
N 0.30011 -2.49212 1.99180 -1.21 -0.45 -0.50 0.1188
N -0.46716 0.66423 -2.25538 0.46 0.50 -4.70 0.0473
N -0.04222 -0.79925 0.52087 -0.27 -1.33 0.98 0.0491
N -0.81559 1.00329 -1.04009 1.26 -0.52 4.70 -0.0741
H -1.38477 -3.70942 1.49212 0.79 2.12 -1.07 0.1523
H -1.83724 -1.53735 -0.31704 -2.11 0.30 -1.91 0.0737
H 2.51458 -1.06734 2.69486 1.63 -1.24 1.90 0.0959
H 3.12370 1.10851 1.81561 -0.32 -0.14 -0.49 0.1260
H 1.64302 2.02269 0.04769 0.29 2.78 -1.31 0.0791
H -0.05887 1.16626 -4.21571 0.34 -1.31 -0.76 0.0742
H -0.34697 2.64631 -3.27990 -0.22 -1.67 1.05 0.1330
H -2.85711 1.22766 -1.14897 -0.69 0.44 -1.46 0.1042
H -2.23345 1.38828 0.51429 1.19 -0.25 -0.92 0.1522
```
Positions in Å, forces in eV/Å.

Calculated values
Total energy = -566.97079 Eh
Molecular weight = 173.2 u
Net charge = +1
Lowest unoccupied orbital energy = -5.15 eV
HOMO energy = -12.1 eV
Relative energy (zero: lowest compared OMol25 entry of this formula, charge and spin) = 57.91 kcal/mol
Gap between HOMO and LUMO = 6.92 eV



5.
This record from OMol25 describes the molecule C9H9NO. The level of theory is ωB97M-V/def2-TZVPD.

XYZ file:
```
20
Properties=species:S:1:pos:R:3:forces:R:3:lowdin_charge:R:1
C 1.46815 1.74513 -1.37422 -0.56 -0.02 0.62 -0.0668
C 0.35960 1.63250 -2.21865 1.48 -1.98 1.56 -0.0627
C 1.55068 0.93911 -0.22249 -1.32 1.02 -1.80 0.0030
C -0.51275 0.60287 -1.99364 1.11 0.60 0.18 -0.0421
C 0.53704 0.04828 0.11153 2.28 1.98 -3.95 -0.1954
C -0.46229 -0.14073 -0.86348 -0.91 0.92 1.98 -0.2109
C 0.45264 -0.78593 1.17233 -4.97 -3.89 4.02 -0.1273
C 1.07229 -1.19078 2.29404 -1.27 -1.08 -1.02 0.0688
C -1.25203 -1.33607 0.97172 2.64 2.89 0.01 -0.2572
N -1.58496 -0.72545 -0.32183 0.91 -1.15 1.44 0.0837
O -2.05117 -0.86876 2.01807 -0.23 0.87 -0.95 -0.0101
H 2.21914 2.50152 -1.49178 0.18 0.26 -0.26 0.0903
H 0.13910 2.11920 -3.09395 0.27 1.82 -1.82 0.0789
H 2.30730 1.21578 0.42935 1.46 -0.09 1.36 0.0923
H -1.25251 0.46464 -2.68339 -2.17 -0.41 -1.54 0.0865
H 0.75197 -1.99834 2.99807 -0.41 0.99 -0.91 0.0838
H 2.06409 -0.94908 2.44264 2.09 0.88 0.39 0.0224
H -1.22722 -2.36381 0.96648 -0.25 -2.40 0.12 0.1095
H -2.36963 -0.97535 -0.88242 -0.30 -0.41 -0.13 0.1347
H -2.20946 0.06529 1.74165 -0.02 -0.79 0.70 0.1185
```
Positions in Å, forces in eV/Å.

Calculated values
Total energy = -478.25990 Eh
Molecular weight = 147.2 u
Net charge = 0
Lowest unoccupied orbital energy = 0.41 eV
HOMO energy = -7.7 eV
Relative energy (zero: lowest compared OMol25 entry of this formula, charge and spin) = 70.82 kcal/mol
Gap between HOMO and LUMO = 8.14 eV



6.
This record from OMol25 describes the molecule C9H9NO2. The level of theory is ωB97M-V/def2-TZVPD.

XYZ file:
```
21
Properties=species:S:1:pos:R:3:forces:R:3:lowdin_charge:R:1
C -1.55374 1.24183 -0.94736 -0.41 0.24 0.10 -0.0078
C -2.62507 2.02459 -0.65828 0.58 -0.16 -0.68 -0.1101
C -2.15000 0.98566 1.17565 0.68 -0.64 -0.13 -0.0643
C -1.24075 0.54455 0.25662 -0.40 0.04 0.40 -0.2038
C 2.50019 -0.46586 -0.02999 0.59 -0.43 -0.23 -0.0644
C 2.26476 -1.74378 -0.32767 -0.15 0.26 0.08 -0.0456
C 1.43694 0.46368 0.25620 -3.85 -1.70 0.46 -0.2543
C 0.89375 -2.34050 -0.38895 0.09 -0.34 0.18 -0.2086
C -0.14269 -0.41706 0.44695 2.99 1.67 -0.12 -0.1735
N 1.56413 1.70037 0.32935 0.73 0.73 0.03 0.1532
O -2.99045 1.87733 0.62840 -0.34 0.25 0.22 0.0170
O -0.15000 -1.41550 -0.53563 -0.33 0.21 -0.02 -0.0916
H -1.03958 1.14249 -1.88152 0.03 0.06 -0.23 0.1191
H -3.18575 2.71766 -1.25434 -0.15 0.08 0.03 0.1208
H -2.31728 0.72571 2.20328 -0.03 0.03 0.13 0.1311
H 3.50423 -0.06474 -0.00984 0.14 -0.01 -0.04 0.1076
H 3.08015 -2.42800 -0.52669 0.09 0.02 0.03 0.1088
H 0.80292 -3.01100 -1.24715 0.09 -0.03 0.14 0.1303
H 0.75068 -2.93781 0.53567 -0.06 0.02 -0.26 0.1349
H -0.12254 -0.83625 1.46254 -0.03 -0.02 -0.10 0.1474
H 0.72010 2.23665 0.51275 -0.26 -0.30 0.03 0.0538
```
Positions in Å, forces in eV/Å.

Calculated values
Total energy = -553.50180 Eh
Molecular weight = 163.2 u
Net charge = 0
Lowest unoccupied orbital energy = 0.85 eV
HOMO energy = -8.6 eV
Relative energy (zero: lowest compared OMol25 entry of this formula, charge and spin) = 71.63 kcal/mol
Gap between HOMO and LUMO = 9.41 eV



7.
This record from OMol25 describes a cluster of 2 separate species, C9H9NO2S in total. The level of theory is ωB97M-V/def2-TZVPD.

XYZ file:
```
22
Properties=species:S:1:pos:R:3:forces:R:3:lowdin_charge:R:1
C -0.14377 -3.89891 1.97421 -0.31 -0.73 1.01 -0.1829
C -0.43307 -2.60034 1.63803 -1.58 4.07 0.49 -0.2067
C 0.56556 -4.49570 0.98747 1.05 -0.68 0.12 -0.4238
C 0.04773 -2.29816 0.43374 0.55 5.28 -2.55 -0.3579
C -0.15886 1.98308 -0.32840 0.02 -2.34 0.30 -0.1595
C 0.26203 1.53474 -1.52728 0.14 1.06 1.40 -0.2781
C 0.05987 -0.24117 -0.24578 0.41 -3.85 0.55 -0.0136
C -0.54004 3.14019 0.44907 -3.52 0.91 0.80 -0.0312
C 0.49222 2.29180 -2.76090 1.41 -0.39 -1.25 -0.0071
N -0.22968 0.78675 0.48710 -0.61 -0.01 -0.50 -0.2078
O -0.65007 0.85007 1.67886 -0.12 -0.93 1.16 -0.1153
O 0.41448 0.17287 -1.49157 -0.09 -0.44 0.08 0.0666
S 0.92906 -3.50117 -0.35723 -0.35 0.38 0.19 1.0206
H -0.48742 -4.20384 2.96180 0.56 -0.79 -0.40 0.1200
H -0.90346 -1.75309 2.21848 0.40 -1.44 -0.42 0.1344
H 1.24004 -5.30825 1.05894 -0.16 -1.27 0.12 0.0518
H -0.85266 2.76547 1.49226 0.95 0.38 -1.54 0.1057
H 0.28772 3.77321 0.50773 0.95 1.60 0.28 0.0581
H -1.53079 3.67159 0.12871 2.03 -0.71 -0.01 0.1245
H 1.51850 2.09806 -3.25740 -1.47 0.35 1.03 0.1183
H -0.23132 1.84702 -3.43246 -0.26 0.53 -0.75 0.0811
H 0.34393 3.38576 -2.61539 -0.01 -0.96 -0.11 0.1026
```
Positions in Å, forces in eV/Å.

Calculated values
Total energy = -951.53585 Eh
Molecular weight = 195.2 u
Net charge = 0
Lowest unoccupied orbital energy = 0.16 eV
HOMO energy = -8.2 eV
Relative energy (zero: lowest compared OMol25 entry of this formula, charge and spin) = 117.77 kcal/mol
Gap between HOMO and LUMO = 8.33 eV



8.
This record from OMol25 describes the molecule C9H9NO2Si. The level of theory is ωB97M-V/def2-TZVPD.

XYZ file:
```
22
Properties=species:S:1:pos:R:3:forces:R:3:lowdin_charge:R:1
C -0.62658 -2.35707 -0.34586 1.18 -2.96 1.65 -0.0726
C 0.65158 -2.10215 0.14564 -0.71 -3.13 -0.82 -0.0489
C -1.60535 -1.29211 -0.53739 0.03 0.51 1.04 -0.3090
C 1.22567 -0.79198 0.21342 0.96 0.96 -0.38 -0.1393
C 0.67587 0.44289 0.17528 -3.79 -2.50 1.55 -0.1114
C -2.56226 -0.86229 0.34074 -0.12 0.48 1.26 -0.1093
C 2.72951 -0.58324 0.07330 -0.17 0.57 -1.13 -0.3778
C 1.66754 1.45247 -0.00699 0.25 1.02 -0.33 -0.5023
C -1.61773 2.20519 -0.38379 -4.93 -0.96 2.12 -0.1894
N 2.85197 0.79930 -0.16284 2.39 0.78 -0.13 0.1707
O 3.60473 -1.39214 0.00700 0.25 -0.25 0.31 0.1330
O 1.49117 2.64469 -0.08658 0.27 0.32 0.03 0.1052
Si -1.22564 0.70514 0.58190 -0.58 -0.64 -0.17 0.6892
H -0.98258 -3.48808 -0.28714 0.75 2.50 -0.41 0.1492
H 1.36429 -3.04295 0.34844 -1.70 2.42 -0.41 0.1619
H -1.36829 -0.51243 -1.26374 0.48 -0.27 -0.54 0.0841
H -2.05170 1.95556 -1.32083 -0.37 -0.35 -1.00 0.0266
H -2.50412 2.70574 0.20123 1.66 -0.60 -1.07 0.0867
H -0.85583 2.84012 -0.52816 2.81 2.32 -0.25 -0.0338
H 3.69630 1.36433 -0.42263 -1.01 -1.32 0.58 0.1979
H -1.45623 0.78167 2.04236 0.41 0.10 0.02 0.0019
H -3.10233 -1.47262 1.21662 1.95 1.00 -1.90 0.0873
```
Positions in Å, forces in eV/Å.

Calculated values
Total energy = -842.95900 Eh
Molecular weight = 191.3 u
Net charge = 0
Lowest unoccupied orbital energy (spin up / spin down) = -1.18 / -1.18 eV
HOMO energy (spin up / spin down) = -8.5 / -8.5 eV
Relative energy (zero: lowest compared OMol25 entry of this formula, charge and spin) = 0.00 kcal/mol
Gap between HOMO and LUMO (spin up / spin down) = 7.28 / 7.28 eV



Question: Which formula does entry 2 have?
Answer: C9H9N3O2S



Question: Which of these has the lowest relative energy (zero: lowest compared OMol25 entry of this formula, charge and spin)?
Answer: C9H9NO2Si